[1]
2 unconnected molecules or ions with the total composition C4H7NO2 in a non-equilibrium geometry, computed with wB97M-V/def2-TZVPD.

Results
* 2S+1: 1
* energy above the lowest of the compared OMol25 structures with the same formula, charge and spin: 317.7 kJ/mol
* HOMO-LUMO gap: 0.365 Eh
* maximum force: 2.1 eV/Å

Element x y z (Å)
C  0.911  -0.961  1.302
C  0.324  -0.526  -0.050
N  -0.664  -1.400  -0.559
O  1.343  -0.055  -0.872
C  0.446  0.987  -0.525
C  -1.933  1.024  -0.891
O  -2.240  2.043  -0.496
H  1.176  -0.075  1.879
H  0.252  -1.591  1.914
H  1.840  -1.526  1.136
H  -1.140  -1.898  0.189
H  0.722  1.691  0.271
H  0.189  1.575  -1.433
H  -1.349  -0.846  -1.067

---

[2]
A single C4H7NO2 molecule, computed with wB97M-V/def2-TZVPD.

Results
* 2S+1: 1
* energy above the lowest of the compared OMol25 structures with the same formula, charge and spin: 431.9 kJ/mol
* HOMO-LUMO gap: 0.305 Eh
* maximum force: 0.7 eV/Å

Element x y z (Å)
C  1.730  -1.207  0.399
C  0.946  0.004  0.694
C  0.734  0.866  -0.539
O  -0.513  0.287  -0.992
C  -1.477  -0.102  -0.064
O  -1.622  -1.250  0.276
N  -2.268  0.941  0.324
H  2.203  -1.295  -0.591
H  2.498  -1.201  1.186
H  1.124  -2.101  0.613
H  0.649  1.942  -0.315
H  1.423  0.708  -1.384
H  -3.172  0.660  0.674
H  -2.253  1.749  -0.279

---

[3]
A single C4H7NO2 molecule in a non-equilibrium geometry, computed with wB97M-V/def2-TZVPD.

Results
* 2S+1: 1
* energy above the lowest of the compared OMol25 structures with the same formula, charge and spin: 567.6 kJ/mol
* HOMO-LUMO gap: 0.353 Eh
* maximum force: 1.0 eV/Å
* SMILES: C[C@]1(C=O)CN1O

Element x y z (Å)
C  0.396  1.127  -1.279
C  0.134  0.087  -0.219
N  -0.435  0.390  0.992
O  0.289  0.917  2.075
C  0.658  -1.262  -0.447
C  -1.059  -0.850  0.725
O  0.474  -1.869  -1.486
H  1.283  1.713  -0.971
H  0.653  0.603  -2.199
H  -0.414  1.837  -1.445
H  -0.287  1.632  2.389
H  1.208  -1.658  0.424
H  -0.862  -1.848  1.176
H  -2.037  -0.819  0.266

---

[4]
A single C4H7NO2 molecule, computed with wB97M-V/def2-TZVPD.

Results
* 2S+1: 1
* energy above the lowest of the compared OMol25 structures with the same formula, charge and spin: 431.6 kJ/mol
* HOMO-LUMO gap: 0.372 Eh
* maximum force: 0.7 eV/Å
* SMILES: COCC=C=NO

Element x y z (Å)
C  0.880  0.010  -1.621
C  -0.253  -0.110  1.394
N  0.221  0.376  2.425
O  1.603  0.345  2.578
C  -1.052  -0.600  0.480
C  -1.346  0.068  -0.831
O  -0.452  -0.424  -1.802
H  1.487  -0.661  -0.992
H  1.306  0.044  -2.623
H  0.931  1.015  -1.172
H  1.680  0.589  3.511
H  -1.367  -1.634  0.586
H  -2.358  -0.185  -1.170
H  -1.279  1.166  -0.762

---

[5]
A single C4H7NO2 molecule in a non-equilibrium geometry, computed with wB97M-V/def2-TZVPD.

Results
* 2S+1: 1
* energy above the lowest of the compared OMol25 structures with the same formula, charge and spin: 151.0 kJ/mol
* HOMO-LUMO gap: 0.410 Eh
* maximum force: 2.4 eV/Å
* SMILES: [H]/N=C1/CO[C@H](C)O1

Element x y z (Å)
C  -1.733  0.614  -0.220
C  -0.677  0.018  0.811
O  -0.309  -1.312  0.569
C  0.786  -1.220  -0.334
C  1.440  0.090  0.047
N  2.571  0.482  -0.345
O  0.555  0.742  0.861
H  -2.292  1.511  0.118
H  -2.505  -0.140  -0.428
H  -1.260  0.877  -1.159
H  -1.273  0.170  1.671
H  0.426  -1.166  -1.368
H  1.456  -2.077  -0.227
H  2.816  1.410  0.002

---

[6]
A single C4H7NO2 molecule, computed with wB97M-V/def2-TZVPD.

Results
* 2S+1: 1
* energy above the lowest of the compared OMol25 structures with the same formula, charge and spin: 548.7 kJ/mol
* HOMO-LUMO gap: 0.370 Eh
* maximum force: 0.8 eV/Å
* SMILES: C[C@]1(C=O)CN1O

Element x y z (Å)
C  -1.107  -1.351  0.024
C  -0.045  -0.254  -0.091
N  -0.377  0.901  0.645
O  -0.958  2.091  0.195
C  1.010  -0.504  -1.135
C  1.008  0.759  0.676
O  1.680  -1.506  -1.003
H  -1.913  -0.996  -0.647
H  -0.796  -2.330  -0.343
H  -1.558  -1.429  1.014
H  -1.261  2.422  1.053
H  1.210  0.226  -1.932
H  1.544  1.416  -0.038
H  1.565  0.555  1.582

---

[7]
A molecular structure, C4H7NO2 in a non-equilibrium geometry, computed with wB97M-V/def2-TZVPD.

Results
* 2S+1: 1
* energy above the lowest of the compared OMol25 structures with the same formula, charge and spin: 324.7 kJ/mol
* HOMO-LUMO gap: 0.397 Eh
* maximum force: 2.4 eV/Å

Element x y z (Å)
O  1.058  0.131  -1.775
C  0.615  -0.635  -0.694
C  0.803  0.128  0.598
N  -0.610  -0.348  1.026
C  -0.894  -0.726  -0.391
C  -0.840  1.003  1.329
O  -1.171  1.878  0.554
H  1.042  -0.419  -2.565
H  1.090  -1.618  -0.646
H  1.600  -0.098  1.319
H  0.625  1.204  0.283
H  -1.343  -1.721  -0.486
H  -1.498  0.028  -0.907
H  -0.479  1.194  2.355

---

[8]
A single C4H7NO2 molecule, computed with wB97M-V/def2-TZVPD.

Results
* 2S+1: 1
* energy above the lowest of the compared OMol25 structures with the same formula, charge and spin: 118.5 kJ/mol
* HOMO-LUMO gap: 0.394 Eh
* maximum force: 0.4 eV/Å
* SMILES: C[C@@]1(C(N)=O)CO1

Element x y z (Å)
C  1.150  -1.244  -0.018
C  0.318  0.016  -0.087
C  0.865  1.307  -0.510
O  0.076  0.523  -1.399
C  -0.889  0.057  0.839
O  -0.766  0.040  2.051
N  -2.072  0.088  0.182
H  2.221  -1.033  -0.079
H  0.951  -1.778  0.912
H  0.880  -1.886  -0.863
H  0.401  2.231  -0.166
H  1.923  1.374  -0.765
H  -2.925  0.155  0.714
H  -2.084  0.167  -0.823

---

[9]
2 unconnected molecules or ions with the total composition C4H7NO2, computed with wB97M-V/def2-TZVPD.

Results
* 2S+1: 1
* energy above the lowest of the compared OMol25 structures with the same formula, charge and spin: 303.3 kJ/mol
* HOMO-LUMO gap: 0.380 Eh
* maximum force: 0.7 eV/Å
* SMILES: O=C[C@@H]1NCC1=O.[H][H]

Element x y z (Å)
O  -1.666  -1.095  -0.604
C  -0.949  -0.144  -0.513
C  -1.102  1.330  -0.167
N  0.254  1.553  -0.720
C  0.554  0.119  -0.776
C  1.430  -0.369  0.361
O  1.777  0.362  1.259
H  -0.193  -2.733  1.517
H  -0.542  -2.689  0.862
H  -1.186  1.472  0.920
H  -1.911  1.868  -0.671
H  0.872  2.019  -0.060
H  0.930  -0.263  -1.734
H  1.733  -1.432  0.327

---

[10]
A single C4H7NO2 molecule in a non-equilibrium geometry, computed with wB97M-V/def2-TZVPD.

Results
* 2S+1: 1
* energy above the lowest of the compared OMol25 structures with the same formula, charge and spin: 563.2 kJ/mol
* HOMO-LUMO gap: 0.340 Eh
* maximum force: 8.1 eV/Å
* SMILES: N[C@H]1[C@H]2OCO[C@@H]12

Element x y z (Å)
C  0.068  -0.309  -0.908
C  0.680  -0.815  0.203
C  -0.447  0.792  1.545
C  -0.864  -0.833  -0.014
H  -0.091  1.524  -2.110
H  1.512  0.621  -2.020
H  0.328  -1.083  -1.571
H  1.246  -1.727  0.325
H  -0.508  0.623  2.697
H  -0.424  1.897  1.156
H  -1.462  -1.868  -0.241
N  0.611  1.149  -1.428
O  0.753  0.032  1.347
O  -1.401  -0.002  1.018

---

| no. | E_tot (eV) |
| --- | --- |
| 1 | -9843.9873 |
| 2 | -9842.8032 |
| 3 | -9841.3965 |
| 4 | -9842.8070 |
| 5 | -9845.7145 |
| 6 | -9841.5930 |
| 7 | -9843.9145 |
| 8 | -9846.0516 |
| 9 | -9844.1367 |
| 10 | -9841.4426 |